(1)
{"formula": "C3H5ClN2", "method": "wB97M-V/def2-TZVPD", "elements": ["C", "C", "C", "N", "N", "Cl", "H", "H", "H", "H", "H"], "positions_angstrom": [[-0.4948, 0.0231, 0.0268], [-1.8138, 0.3020, -0.0283], [0.4230, -1.1325, -0.0003], [-0.1891, 1.4166, 0.1327], [-1.5895, 1.7028, -0.1126], [-3.3034, -0.5132, 0.0101], [1.0287, -1.1294, -0.9076], [1.0946, -1.0995, 0.8568], [-0.1562, -2.0511, 0.0338], [0.4269, 1.8255, -0.5671], [-2.0138, 2.3125, 0.5824]], "homo_lumo_gap_ev": 9.1, "total_energy_ev": -18692.3067, "lumo_ev": 0.966, "total_charge": 0}

(2)
{"formula": "C6H13N", "method": "wB97M-V/def2-TZVPD", "elements": ["C", "C", "C", "C", "C", "C", "N", "H", "H", "H", "H", "H", "H", "H", "H", "H", "H", "H", "H", "H"], "positions_angstrom": [[1.6074, 0.5244, 0.4379], [0.4805, -0.4051, 1.0208], [-0.4933, -0.9558, 0.0289], [-0.8816, -2.2435, 0.0880], [-1.2105, 0.1666, -0.7565], [-1.6670, 1.4099, 0.0324], [2.2062, 0.2097, -0.8853], [1.1684, 1.5445, 0.3647], [2.3750, 0.6859, 1.2140], [-0.0081, 0.2245, 1.8015], [1.0026, -1.2090, 1.5705], [-0.1491, -2.9665, 0.4659], [-1.6693, -2.6693, -0.5483], [-0.5351, 0.5980, -1.5720], [-2.0645, -0.2065, -1.3791], [-0.7888, 2.0925, 0.2929], [-2.1373, 1.0892, 1.0277], [-2.3337, 2.0755, -0.5749], [3.1592, 0.5410, -1.0859], [1.9390, -0.5061, -1.5431]], "smiles": "C=C(CC)CCN", "homo_lumo_gap_ev": 9.6, "total_energy_ev": -7921.3894, "lumo_ev": 1.099, "total_charge": 0}

(3)
{"formula": "C21H32BFeO3", "method": "wB97M-V/def2-TZVPD", "elements": ["Fe", "C", "C", "C", "H", "C", "C", "H", "H", "H", "H", "C", "C", "C", "H", "C", "C", "H", "H", "H", "H", "O", "C", "C", "C", "C", "C", "H", "H", "H", "H", "H", "H", "H", "H", "H", "H", "C", "C", "C", "O", "B", "O", "C", "C", "C", "H", "H", "H", "H", "H", "H", "H", "H", "H", "H", "H", "H"], "positions_angstrom": [[0.1719, 1.7274, 0.0940], [1.7719, 1.5714, 1.2465], [1.8123, 0.5851, 0.1720], [1.7302, 1.2885, -1.0850], [2.0291, -0.4695, 0.2649], [1.6239, 2.7087, -0.8090], [1.6850, 2.8819, 0.6329], [1.7249, 3.8258, 1.1652], [1.9089, 1.3801, 2.3045], [1.8614, 0.8284, -2.0519], [1.5893, 3.4924, -1.5593], [-1.5349, 0.8806, 0.8232], [-1.2892, 2.3438, 1.1875], [-1.2622, 3.1273, -0.0045], [-1.2841, 2.7012, 2.2133], [-1.3330, 2.2418, -1.1504], [-1.4232, 0.8969, -0.6806], [-1.6183, 0.0201, -1.2778], [-2.4915, 0.4647, 1.1627], [-1.2158, 4.2110, -0.0627], [-1.3606, 2.5580, -2.1867], [-0.1447, -0.3169, -2.7844], [-0.2572, 0.1881, -4.1871], [0.4068, -1.1002, -4.7230], [0.5260, 1.4662, -4.3552], [-1.7156, 0.3479, -4.5522], [0.4688, -1.5454, -3.2510], [1.3815, -0.9392, -5.1793], [-0.2658, -1.7037, -5.3292], [-0.1526, -2.4173, -3.0075], [1.4849, -1.6490, -2.8499], [0.4141, 1.8531, -5.3776], [1.5904, 1.2978, -4.1741], [0.1589, 2.2318, -3.6606], [-1.8186, 0.5595, -5.6254], [-2.1523, 1.1863, -3.9968], [-2.2665, -0.5691, -4.3229], [-1.9175, -1.6960, 3.7164], [-0.4757, -1.2009, 3.5560], [0.1648, -1.0535, 4.9155], [-0.5322, 0.1288, 3.0035], [-0.5369, -0.0801, 1.6191], [-0.0516, -1.3188, 1.2147], [0.3351, -2.0013, 2.4325], [1.8435, -1.8910, 2.6147], [-0.0363, -3.4570, 2.2511], [-2.3745, -1.9440, 2.7476], [-2.5184, -0.9091, 4.1918], [-1.9558, -2.5833, 4.3573], [-0.4137, -0.3310, 5.5028], [0.1756, -2.0057, 5.4566], [1.1896, -0.6810, 4.8330], [2.1647, -2.3983, 3.5325], [2.3503, -2.3945, 1.7816], [2.1884, -0.8482, 2.6539], [-1.0772, -3.5714, 1.9335], [0.6025, -3.9050, 1.4824], [0.1210, -4.0144, 3.1806]], "homo_lumo_gap_ev": [1.9, 7.8], "spin_multiplicity": 6, "total_energy_ev": -63495.6069, "lumo_ev": [4.493, 4.693], "total_charge": -2}

(4)
{"formula": "C27H33AlFO11S", "method": "wB97M-V/def2-TZVPD", "elements": ["C", "O", "C", "C", "C", "C", "C", "Al", "F", "C", "C", "C", "C", "C", "C", "C", "C", "S", "C", "O", "O", "H", "H", "H", "H", "H", "H", "H", "H", "H", "H", "H", "H", "H", "H", "H", "H", "H", "H", "H", "H", "H", "H", "H", "H", "H", "C", "C", "C", "O", "C", "C", "C", "O", "O", "O", "H", "H", "H", "H", "C", "C", "C", "O", "C", "C", "C", "O", "O", "O", "H", "H", "H", "H"], "positions_angstrom": [[-0.8221, -3.4620, 3.3828], [-0.0980, -3.5660, 2.1084], [1.2513, -2.9885, 2.1722], [1.3909, -1.9379, 0.9171], [2.0407, -0.4829, 1.3022], [1.4852, 0.1812, 2.6951], [0.6689, 1.6215, 2.4565], [-1.0604, 1.1208, 1.4336], [-1.3977, -0.7285, 1.8718], [-2.7190, 2.2004, 2.1078], [-3.9015, 1.0478, 2.3697], [-4.5301, 0.7543, 3.8709], [-5.6752, -0.4596, 3.9800], [-6.1237, -1.3103, 2.6345], [-5.4974, -1.0119, 1.1431], [-5.8862, -1.8387, -0.2358], [-4.3687, 0.1946, 1.0141], [-0.8519, 1.4172, -0.8490], [-0.7707, -0.2459, -1.7624], [-2.0854, 2.2383, -1.3844], [0.4121, 2.2837, -1.0948], [-1.9248, -3.0970, 3.1069], [-0.4042, -2.6700, 4.1350], [-0.9807, -4.5402, 3.8688], [2.0120, -3.8784, 1.9393], [1.5674, -2.5622, 3.2142], [2.1110, -2.4356, 0.1054], [0.3358, -1.8605, 0.3669], [3.2275, -0.6046, 1.3496], [1.7372, 0.2657, 0.4254], [2.4517, 0.4543, 3.3390], [0.7494, -0.4907, 3.3097], [1.3508, 2.3902, 1.8918], [0.3741, 2.0622, 3.5140], [-2.4935, 2.8297, 3.0691], [-3.0883, 2.8225, 1.1879], [-4.1757, 1.3649, 4.8328], [-6.1201, -0.7130, 5.0563], [-6.9027, -2.1808, 2.7306], [-5.0709, -2.7030, -0.3474], [-6.9557, -2.3453, -0.1643], [-5.7866, -1.1667, -1.2123], [-3.8712, 0.4148, -0.0435], [-1.1765, -1.1382, -1.1183], [0.3694, -0.4089, -2.0372], [-1.4357, -0.1327, -2.7418], [1.7277, 5.1756, -1.1594], [2.6116, 4.9874, -2.1412], [3.7017, 5.9685, -2.3994], [4.5105, 5.7590, -3.2966], [3.7602, 7.1718, -1.5548], [2.8741, 7.3615, -0.5752], [1.8013, 6.3670, -0.2996], [1.0126, 6.5602, 0.6195], [2.9217, 8.4914, 0.2206], [2.5472, 3.8713, -2.9551], [0.9317, 4.4695, -0.9592], [4.5466, 7.8854, -1.7647], [2.1779, 8.3953, 0.8547], [3.2946, 3.9645, -3.5852], [2.2333, -5.6255, -2.9746], [1.4808, -4.5870, -2.6059], [1.6303, -3.2546, -3.2539], [0.9115, -2.3240, -2.9070], [2.6559, -3.1074, -4.2985], [3.4106, -4.1452, -4.6646], [3.2420, -5.4840, -4.0359], [3.9381, -6.4233, -4.4065], [4.3782, -4.0132, -5.6437], [0.5325, -4.7118, -1.6073], [2.1337, -6.6001, -2.5136], [2.7662, -2.1292, -4.7487], [4.7861, -4.9025, -5.7289], [0.1205, -3.8241, -1.5265]], "homo_lumo_gap_ev": 4.8, "total_energy_ev": -71196.2656, "lumo_ev": -0.123, "total_charge": -1}